Version 1
Formula: C2H13NO4
Source: the Open Molecules 2025 dataset
Level of theory: the ωB97M-V functional and the def2-TZVPD basis

Output
Structure (SMILES): C=CN.O.O.O.O
HOMO level, eV: -8.00
Gap between HOMO and LUMO, eV: 8.734

```
20
Properties=species:S:1:pos:R:3:lowdin_charge:R:1
C 0.71 0.33 -1.87 -0.02
C 1.75 0.77 -1.08 -0.27
N 1.83 0.30 0.23 -0.03
H -0.06 -0.31 -1.53 0.01
H 0.55 0.78 -2.82 0.03
H 2.47 1.66 -1.36 0.14
H 1.22 -0.59 0.35 0.06
H 2.74 0.31 0.68 0.10
H 0.48 -2.48 1.56 0.08
H -0.02 -2.47 0.19 0.02
O 0.69 -2.09 0.69 -0.05
H -0.09 2.51 0.86 0.06
H 0.54 1.17 1.30 0.04
O -0.11 1.88 1.59 -0.08
H -2.82 0.91 1.05 0.06
H -1.33 1.26 0.77 -0.06
O -2.01 0.67 0.61 -0.04
H -2.31 -2.10 -0.92 0.05
H -2.33 -0.85 -0.12 -0.02
O -1.88 -1.67 -0.18 -0.07
```

---

Version 2
Formula: C2H13NO4
Source: the Open Molecules 2025 dataset
Level of theory: the ωB97M-V functional and the def2-TZVPD basis

Output
Structure (SMILES): C=NC.O.O.O.O
HOMO level, eV: -9.93
Gap between HOMO and LUMO, eV: 10.632

```
20
Properties=species:S:1:pos:R:3:lowdin_charge:R:1
C -1.00 1.16 -0.27 -0.12
C 1.26 1.64 -0.01 -0.02
N 0.16 1.47 0.58 -0.10
H -1.85 1.43 0.35 0.08
H -1.02 1.74 -1.18 0.07
H -1.10 0.08 -0.41 0.06
H 2.11 2.20 0.37 0.07
H 1.36 1.38 -1.07 0.07
H -0.47 -2.65 -1.60 0.05
H 0.16 -1.93 -0.42 0.01
O 0.28 -2.08 -1.38 -0.07
H -0.22 -1.50 2.19 0.01
H -1.55 -1.85 1.51 0.06
O -0.59 -1.98 1.43 -0.08
H -0.61 0.36 -3.61 0.04
H 0.24 -0.43 -2.82 0.01
O 0.23 0.48 -3.16 -0.08
H 0.02 0.88 2.23 0.01
H 0.64 0.48 3.59 0.02
O 0.04 0.18 2.93 -0.08
```

---

Version 3
Formula: C2H13NO4
Source: the Open Molecules 2025 dataset
Level of theory: the ωB97M-V functional and the def2-TZVPD basis

Output
Structure (SMILES): NCCO.O.O.O
HOMO level, eV: -9.70
Gap between HOMO and LUMO, eV: 10.205

```
20
Properties=species:S:1:pos:R:3:lowdin_charge:R:1
C 1.63 1.77 -0.43 -0.27
O 2.20 0.78 0.39 -0.08
C 0.10 1.80 -0.48 -0.24
N -0.53 0.47 -0.73 0.00
H 2.00 1.56 -1.44 0.12
H 1.93 2.78 -0.12 0.12
H 1.71 -0.04 0.34 0.03
H -0.08 2.45 -1.34 0.11
H -0.40 2.24 0.37 0.10
H -1.39 0.71 -1.24 0.08
H -0.98 0.29 0.15 0.04
H 0.36 -0.28 2.20 0.04
H 0.09 0.67 3.29 0.05
O -0.32 0.34 2.48 -0.06
H 0.54 -1.14 -1.02 -0.01
H 0.91 -2.58 -0.74 0.04
O 1.31 -1.72 -0.91 -0.08
H -3.02 -3.11 0.49 0.03
H -3.15 -3.92 -0.78 0.03
O -2.90 -3.05 -0.46 -0.06
```

---

Version 4
Formula: C2H13NO4
Source: the Open Molecules 2025 dataset
Level of theory: the ωB97M-V functional and the def2-TZVPD basis

Output
Structure (SMILES): C=CN.O.O.O.O
HOMO level, eV: -8.54
Gap between HOMO and LUMO, eV: 8.994

```
20
Properties=species:S:1:pos:R:3:lowdin_charge:R:1
C 2.48 -2.30 1.08 -0.04
C 1.17 -2.04 0.69 -0.29
N 0.63 -0.78 0.40 0.04
H 3.35 -1.52 1.01 0.07
H 2.75 -3.29 1.57 0.05
H 0.48 -2.78 0.28 0.10
H -0.30 -0.84 0.44 0.00
H 1.03 -0.08 1.04 0.11
H 0.84 -0.48 -3.54 0.09
H 0.96 0.14 -2.15 -0.04
O 0.63 0.31 -2.97 -0.04
H -1.62 0.24 2.35 0.01
H -1.34 -1.14 3.06 0.04
O -1.59 -0.20 3.25 -0.11
H -0.76 1.77 -0.04 0.02
H -2.13 1.35 0.00 0.04
O -1.46 1.64 0.62 -0.05
H -1.24 2.95 -3.18 0.08
H -0.20 2.04 -2.55 0.00
O -1.10 2.38 -2.36 -0.10
```

---

The data favor version 3; the next most stable structure lies 4.9 kcal/mol above it.

---

Version 1
Formula: C2H13NO4
Source: the Open Molecules 2025 dataset
Level of theory: the ωB97M-V functional and the def2-TZVPD basis

Output
Structure (SMILES): CNCO.O.O.O
HOMO level, eV: -9.43
Gap between HOMO and LUMO, eV: 9.695

```
20
Properties=species:S:1:pos:R:3:lowdin_charge:R:1
C -1.31 -1.49 -0.02 -0.03
N -0.80 -0.05 -0.39 -0.08
C -1.64 0.75 -1.26 -0.22
O -1.64 0.10 -2.62 -0.11
H -1.67 -1.97 -0.86 0.05
H -1.64 -1.26 0.97 0.07
H -0.42 -1.98 0.30 0.04
H 0.11 0.05 -0.73 0.03
H -2.66 0.89 -1.00 0.11
H -1.03 1.60 -1.52 0.11
H -2.50 -0.15 -2.97 0.05
H 0.26 1.95 1.35 0.06
H 1.36 1.08 1.04 -0.01
O 1.26 1.96 1.51 -0.13
H 3.22 0.19 -0.14 0.08
H 2.97 1.22 -1.23 0.10
O 2.46 0.51 -0.71 -0.11
H 1.83 -0.57 3.01 0.08
H 0.63 -1.42 2.18 0.08
O 1.21 -1.41 3.09 -0.18
```

---

Version 2
Formula: C2H13NO4
Source: the Open Molecules 2025 dataset
Level of theory: the ωB97M-V functional and the def2-TZVPD basis

Output
Structure (SMILES): C=CN.O.O.O.O
HOMO level, eV: -8.47
Gap between HOMO and LUMO, eV: 9.172

```
20
Properties=species:S:1:pos:R:3:lowdin_charge:R:1
C 1.03 -2.33 2.13 -0.02
C 1.64 -2.54 0.97 -0.29
N 1.96 -1.58 0.00 0.02
H 0.78 -1.38 2.60 0.04
H 0.66 -3.19 2.67 0.04
H 1.83 -3.55 0.65 0.10
H 2.43 -1.97 -0.80 0.08
H 2.32 -0.73 0.40 0.09
H 0.73 -0.85 -1.48 -0.01
H -0.55 -1.72 -1.68 0.03
O 0.01 -1.06 -2.08 -0.08
H 0.18 1.80 1.96 0.04
H 0.92 2.37 0.76 0.03
O 0.73 1.54 1.21 -0.06
H -2.17 3.08 -0.60 -0.01
H -3.52 3.61 -0.16 0.02
O -2.62 3.49 0.16 -0.09
H -1.60 1.83 -2.82 0.06
H -2.78 1.34 -1.98 0.06
O -1.96 1.84 -1.92 -0.04
```

---

The data favor version 2; the next most stable structure lies 38.0 kcal/mol above it.

---

Version 1
Formula: C4H5ClO
Source: the Open Molecules 2025 dataset
Level of theory: the ωB97M-V functional and the def2-TZVPD basis

Output
Structure (SMILES): Cl/C=C\[C@H]1CO1
HOMO level, eV: -9.39
Gap between HOMO and LUMO, eV: 10.313

```
11
Properties=species:S:1:pos:R:3:lowdin_charge:R:1
C -1.70 0.92 -0.13 -0.54
C -0.75 0.22 0.47 -0.14
C 0.29 -0.46 -0.31 -0.32
C 1.72 -0.58 0.26 -0.09
H -2.55 1.30 0.45 0.07
H -0.85 0.00 1.52 0.12
H 0.32 -0.36 -1.43 0.13
H 2.54 -0.66 -0.50 0.12
H 1.88 -0.16 1.22 0.10
O 0.79 -1.64 0.25 -0.05
Cl -1.70 1.42 -1.82 0.59
```

---

Version 2
Formula: C4H5ClO
Source: the Open Molecules 2025 dataset
Level of theory: the ωB97M-V functional and the def2-TZVPD basis

Output
Structure (SMILES): CCC(Cl)=C=O
HOMO level, eV: -8.75
Gap between HOMO and LUMO, eV: 9.353

```
11
Properties=species:S:1:pos:R:3:lowdin_charge:R:1
C -2.88 -1.21 0.26 -0.25
C 0.44 -0.55 0.42 -0.05
C -0.97 0.04 -0.25 -0.14
C -2.68 0.05 -0.09 -0.64
O -2.94 -2.37 0.29 0.17
Cl -3.62 1.50 -0.10 0.64
H 0.35 -0.59 1.48 0.05
H 0.71 -1.63 0.13 0.09
H 1.17 0.01 0.03 0.01
H -0.80 1.06 -0.09 0.05
H -0.74 -0.12 -1.30 0.08
```

---

The data favor version 1; the next most stable structure lies 26.5 kcal/mol above it.

---

Version 1
Formula: C6H9N3O
Source: the Open Molecules 2025 dataset
Level of theory: the ωB97M-V functional and the def2-TZVPD basis

Output
Structure (SMILES): C[C@H]1O[C@@]1(C)n1cncn1
HOMO level, eV: -9.84
Gap between HOMO and LUMO, eV: 10.740

```
19
Properties=species:S:1:pos:R:3:lowdin_charge:R:1
C -2.83 0.16 -0.71 -0.21
C -1.78 0.03 1.07 -0.17
C 1.52 0.50 0.15 -0.26
C 0.45 -0.46 0.23 -0.35
C 1.38 1.93 -0.26 -0.01
C 1.01 -2.15 -0.12 0.07
N -2.96 0.29 0.64 0.09
N -1.63 -0.13 -1.08 0.11
N -0.93 -0.13 0.06 -0.05
O 1.06 -0.02 1.41 0.03
H -3.53 0.21 -1.50 0.10
H -1.57 0.01 2.08 0.12
H 2.55 -0.03 -0.22 0.19
H 1.45 2.00 -1.30 0.08
H 2.05 2.64 0.09 0.07
H 0.45 2.24 -0.13 0.04
H 1.85 -2.34 0.63 0.09
H 1.36 -2.04 -1.08 0.02
H 0.09 -2.70 0.05 0.05
```

---

Version 2
Formula: C6H9N3O
Source: the Open Molecules 2025 dataset
Level of theory: the ωB97M-V functional and the def2-TZVPD basis

Output
Structure (SMILES): N#CCC/C=C\C=[N+](\N)[O-]
HOMO level, eV: -8.37
Gap between HOMO and LUMO, eV: 8.555

```
19
Properties=species:S:1:pos:R:3:lowdin_charge:R:1
C 0.18 -0.79 -1.05 -0.11
C -0.87 0.01 -1.07 -0.07
C 2.85 0.38 1.08 -0.30
C 1.21 -1.00 -0.02 -0.20
C 2.43 -0.01 -0.23 -0.14
C -1.34 0.73 0.09 -0.06
N 3.29 0.65 2.08 0.15
N -3.03 1.88 1.28 0.07
N -2.56 1.20 0.09 -0.36
O -3.43 1.05 -0.79 -0.05
H 0.14 -1.49 -1.92 0.13
H -1.52 -0.02 -1.80 0.05
H 0.95 -0.91 0.97 0.07
H 1.55 -2.04 -0.06 0.12
H 1.93 0.83 -0.69 0.12
H 3.36 -0.60 -0.59 0.16
H -0.73 0.98 1.06 0.17
H -2.46 2.76 1.42 0.11
H -4.06 2.14 1.40 0.13
```

---

Version 3
Formula: C6H9N3O
Source: the Open Molecules 2025 dataset
Level of theory: the ωB97M-V functional and the def2-TZVPD basis

Output
Structure (SMILES): N#CCn1ccc(N)c1.O
HOMO level, eV: -8.27
Gap between HOMO and LUMO, eV: 8.917

```
19
Properties=species:S:1:pos:R:3:lowdin_charge:R:1
N -1.20 2.19 -0.87 0.07
C -1.21 0.81 -0.57 -0.33
C -0.90 0.26 0.66 -0.04
N -0.24 -0.93 0.42 -0.14
C 0.74 -1.54 1.28 -0.13
C 0.20 -2.00 2.58 -0.18
N -0.34 -2.22 3.58 0.15
C -0.55 -1.33 -0.85 -0.09
C -1.06 -0.25 -1.53 -0.04
H -1.84 2.42 -1.63 0.10
H -1.45 2.76 -0.07 0.10
H -1.00 0.70 1.65 0.13
H 1.21 -2.40 0.78 0.13
H 1.55 -0.83 1.49 0.14
H -0.21 -2.30 -1.22 0.12
H -1.26 -0.18 -2.59 0.10
O 1.61 2.97 -1.53 -0.11
H 1.77 2.40 -2.28 0.02
H 0.69 2.75 -1.17 0.01
```

---

The data favor version 3; the next most stable structure lies 38.5 kcal/mol above it.

---

Version 1
Formula: C5H7NOS
Source: the Open Molecules 2025 dataset
Level of theory: the ωB97M-V functional and the def2-TZVPD basis

Output
Structure (SMILES): C#C/C=N\OCSC
HOMO level, eV: -8.87
Gap between HOMO and LUMO, eV: 9.573

```
15
Properties=species:S:1:pos:R:3:lowdin_charge:R:1
C -2.49 0.94 -0.30 -0.40
C -0.99 -1.19 0.57 -0.61
C 1.66 0.73 0.08 -0.18
C 2.78 -0.07 -0.33 -0.11
C 3.75 -0.68 -0.55 0.11
H -1.59 1.40 -0.42 -0.03
H -3.19 1.23 -1.07 0.03
H -3.05 1.14 0.69 0.08
H -1.21 -0.33 1.39 0.12
H -0.89 -2.25 1.01 0.12
H 1.84 1.78 -0.06 0.11
H 4.64 -1.26 -0.99 0.08
N 0.58 0.34 0.47 0.02
O 0.34 -0.96 0.08 -0.18
S -2.18 -0.80 -0.56 0.85
```

---

Version 2
Formula: C5H7NOS
Source: the Open Molecules 2025 dataset
Level of theory: the ωB97M-V functional and the def2-TZVPD basis

Output
HOMO level, eV: -8.16
Gap between HOMO and LUMO, eV: 8.691

```
15
Properties=species:S:1:pos:R:3:lowdin_charge:R:1
C 1.24 -0.97 -0.08 -0.08
C -0.06 -1.33 -0.23 -0.14
C -0.87 0.90 -0.47 -0.05
C 1.56 0.43 0.37 -0.19
C 0.61 1.32 -0.46 -0.20
N -1.02 -0.33 -0.06 -0.37
O -3.25 0.65 -0.08 -0.55
S -2.76 -0.70 0.04 0.89
H 1.95 -1.57 -0.46 0.05
H -0.37 -2.43 -0.27 0.13
H 1.26 0.59 1.46 0.13
H 2.67 0.56 0.30 0.11
H 0.82 1.37 -1.54 0.12
H 0.66 2.30 0.03 0.10
H -2.45 -0.79 1.44 0.02
```

---

Version 3
Formula: C5H7NOS
Source: the Open Molecules 2025 dataset
Level of theory: the ωB97M-V functional and the def2-TZVPD basis

Output
Structure (SMILES): C[C@@H](O)[C@]1(C#N)CS1
HOMO level, eV: -9.54
Gap between HOMO and LUMO, eV: 10.097

```
15
Properties=species:S:1:pos:R:3:lowdin_charge:R:1
C -0.56 -0.02 -1.70 -0.21
C 1.56 -1.03 -0.75 -0.35
C 0.41 -0.13 -0.64 -0.70
C -0.78 1.30 1.05 -0.05
C -0.17 -0.06 0.84 -0.39
N -1.25 0.06 -2.62 0.19
O -1.06 -1.17 0.92 -0.02
S 1.98 0.73 -0.86 0.91
H 1.94 -1.57 0.05 0.06
H 1.79 -1.57 -1.67 0.09
H -1.81 1.50 0.63 0.12
H -0.03 2.01 0.86 0.05
H -0.99 1.56 2.04 0.05
H 0.56 -0.41 1.71 0.20
H -1.60 -1.20 0.16 0.05
```

---

The data favor version 3; the next most stable structure lies 77.7 kcal/mol above it.